This record from OMol25 describes 2 unconnected molecules or ions with the total composition C3H13N3 at a distorted geometry. The level of theory is the ωB97M-V functional and the def2-TZVPD basis.

Last column: natural (NBO) charge in e.
Geometry (Å):
1 C 0.629 -0.386 -2.506  -0.417
2 N 0.388 0.952 -1.792  -0.625
3 C -0.971 1.496 -2.017  -0.420
4 H 1.212 -0.171 -3.464  0.199
5 H -0.336 -0.832 -2.644  0.176
6 H 1.142 -1.050 -1.849  0.194
7 H 0.377 0.736 -0.801  0.351
8 H -1.675 0.659 -2.433  0.153
9 H -1.506 1.831 -1.116  0.194
10 H -1.065 2.217 -2.813  0.192
11 N 0.028 -1.514 3.301  -0.868
12 C 0.412 -0.684 2.050  -0.063
13 N -0.201 0.559 1.998  -0.877
14 H 0.020 -2.593 3.136  0.350
15 H 0.737 -1.438 4.085  0.346
16 H 0.011 -1.413 1.362  0.177
17 H 1.478 -0.661 1.815  0.171
18 H 0.357 1.429 2.206  0.377
19 H -1.036 0.866 1.480  0.391

The calculation puts the molecular weight at 91.16 g mol⁻¹. The value obtained for the highest occupied orbital energy is -9.03 eV. Its structure (SMILES) is CNC.NCN. The value obtained for the calculated total energy is -7790.17571 eV. The total charge is 0. For the frontier orbital gap, the calculation gives 9.90 eV. The value obtained for the lowest unoccupied orbital energy is 0.03219 Eh. For the largest force on an atom, the calculation gives 3.99 eV/Å.

***

This record from OMol25 describes 2 unconnected molecules or ions with the total composition C3H13N3O. The level of theory is the ωB97M-V functional and the def2-TZVPD basis.

Last column: natural (NBO) charge in e.
Geometry (Å):
1 C 0.794 0.860 -0.717  0.123
2 C 1.819 0.702 0.396  -0.644
3 N -0.617 1.131 0.003  -0.507
4 N -1.717 0.508 -0.703  -0.678
5 N 0.858 2.087 -1.413  -1.028
6 H -0.691 0.850 0.986  0.408
7 H 0.686 -0.072 -1.287  0.171
8 H -2.561 1.023 -0.462  0.364
9 H -1.540 0.710 -1.688  0.369
10 H -0.322 2.193 -0.449  0.450
11 H 0.659 1.969 -2.403  0.335
12 H 2.801 0.588 -0.062  0.233
13 H 1.848 1.610 1.002  0.218
14 H 1.617 -0.163 1.034  0.202
15 C -0.384 -2.606 1.053  -0.249
16 O -1.240 -1.490 1.259  -0.762
17 H -1.564 -1.172 0.398  0.488
18 H 0.475 -2.360 0.417  0.158
19 H -0.915 -3.456 0.607  0.165
20 H -0.008 -2.914 2.029  0.184

The calculation puts the molecular weight at 107.16 g mol⁻¹. The value obtained for the highest occupied orbital energy is -7.77 eV. The value obtained for the calculated total energy is -9836.05059 eV. The total charge is 0. For the frontier orbital gap, the calculation gives 8.56 eV. The value obtained for the lowest unoccupied orbital energy is 0.02923 Eh. For the largest force on an atom, the calculation gives 0.35 eV/Å.

***

This record from OMol25 describes 2 unconnected molecules or ions with the total composition C3H13N3O at a distorted geometry. The level of theory is the ωB97M-V functional and the def2-TZVPD basis.

Last column: natural (NBO) charge in e.
Geometry (Å):
1 C -0.583 -1.162 1.070  -0.230
2 N 0.306 -0.216 0.336  -0.712
3 C 1.000 -0.453 -1.036  -0.019
4 N 1.395 0.784 -1.616  -0.851
5 C -0.370 -0.878 2.517  -0.235
6 N 0.925 -0.670 3.016  -0.881
7 H -0.378 -2.240 0.995  0.178
8 H -1.683 -1.018 0.722  0.181
9 H 0.580 0.446 1.052  0.372
10 H 0.328 -1.214 -1.496  0.186
11 H 2.073 -0.915 -0.872  0.149
12 H 0.607 1.411 -1.542  0.363
13 H 2.312 1.068 -1.345  0.379
14 H -0.910 0.090 2.774  0.177
15 H -0.945 -1.509 3.187  0.194
16 H 1.575 -1.250 3.495  0.385
17 H 1.147 0.306 3.307  0.365
18 H -2.196 1.663 -3.000  0.463
19 H -1.638 2.421 -4.109  0.462
20 O -2.442 2.052 -3.829  -0.924

The calculation puts the molecular weight at 107.16 g mol⁻¹. The value obtained for the highest occupied orbital energy is -8.05 eV. Its structure (SMILES) is NCCNCN.O. The value obtained for the calculated total energy is -9837.35782 eV. The total charge is 0. For the frontier orbital gap, the calculation gives 8.88 eV. The value obtained for the lowest unoccupied orbital energy is 0.03065 Eh. For the largest force on an atom, the calculation gives 4.81 eV/Å.

***

This record from OMol25 describes 2 unconnected molecules or ions with the total composition C3H13N3O. The level of theory is the ωB97M-V functional and the def2-TZVPD basis.

Last column: natural (NBO) charge in e.
Geometry (Å):
1 N 1.197 0.454 -3.883  -0.835
2 C 0.857 0.393 -2.489  0.087
3 O -0.487 0.002 -2.251  -0.763
4 H 1.019 -0.442 -4.314  0.357
5 H 0.638 1.155 -4.356  0.355
6 H 1.557 -0.302 -2.018  0.145
7 H 1.021 1.392 -2.073  0.143
8 H -0.740 0.423 -1.405  0.493
9 N 0.960 -0.648 3.123  -0.826
10 C 0.256 0.063 2.036  -0.223
11 C -1.002 -0.695 1.654  -0.219
12 N -1.601 -0.043 0.472  -0.853
13 H 0.414 -0.570 3.975  0.345
14 H 1.821 -0.157 3.322  0.355
15 H 0.913 0.076 1.165  0.192
16 H 0.035 1.102 2.303  0.160
17 H -0.795 -1.725 1.381  0.204
18 H -1.672 -0.669 2.525  0.160
19 H -2.332 -0.625 0.078  0.369
20 H -2.059 0.816 0.753  0.353

The calculation puts the molecular weight at 107.16 g mol⁻¹. The value obtained for the highest occupied orbital energy is -9.39 eV. Its structure (SMILES) is NCCN.NCO. The value obtained for the calculated total energy is -9839.30593 eV. The total charge is 0. For the frontier orbital gap, the calculation gives 10.32 eV. The value obtained for the lowest unoccupied orbital energy is 0.03427 Eh. For the largest force on an atom, the calculation gives 0.95 eV/Å.

***

This record from OMol25 describes 3 unconnected molecules or ions with the total composition C3H13N3O. The level of theory is the ωB97M-V functional and the def2-TZVPD basis.

Last column: natural (NBO) charge in e.
Geometry (Å):
1 C -1.482 0.375 -0.753  0.720
2 C -2.575 -0.662 -0.651  -0.720
3 N -1.705 1.493 -0.016  -0.819
4 N -0.317 -0.680 1.452  -1.121
5 O -0.534 0.280 -1.504  -0.659
6 H 1.252 0.646 -0.721  0.394
7 H -2.308 1.431 0.783  0.392
8 H -0.939 2.143 0.054  0.392
9 H -0.204 -0.855 2.444  0.357
10 H -0.234 -1.579 0.968  0.354
11 H -2.281 -1.557 -1.187  0.232
12 H -2.762 -0.902 0.390  0.236
13 H -3.488 -0.264 -1.095  0.229
14 C 2.990 -0.307 -0.281  -0.408
15 N 1.963 0.683 0.007  -0.875
16 H 2.371 1.616 -0.015  0.351
17 H 0.486 -0.126 1.148  0.398
18 H 3.723 -0.304 0.530  0.186
19 H 3.521 -0.141 -1.229  0.169
20 H 2.522 -1.290 -0.325  0.191

The calculation puts the molecular weight at 107.16 g mol⁻¹. The value obtained for the highest occupied orbital energy is -9.14 eV. Its structure (SMILES) is CC(N)=O.CN.N. The value obtained for the calculated total energy is -9840.30278 eV. The total charge is 0. For the frontier orbital gap, the calculation gives 10.17 eV. The value obtained for the lowest unoccupied orbital energy is 0.03793 Eh. For the largest force on an atom, the calculation gives 0.84 eV/Å.

***

This record from OMol25 describes 3 unconnected molecules or ions with the total composition C3H13N4O at a distorted geometry. The level of theory is the ωB97M-V functional and the def2-TZVPD basis.

Last column: natural (NBO) charge in e.
Geometry (Å):
1 C -3.123 1.257 -1.721  -0.493
2 C -3.091 0.474 -0.701  -0.017
3 C 0.755 0.163 0.488  0.801
4 N 4.131 -1.158 1.026  -1.071
5 N -2.655 -0.754 -0.579  -0.845
6 N -0.274 0.948 0.369  -0.756
7 N 1.952 0.547 0.911  -0.771
8 O 0.555 -1.058 0.056  -0.660
9 H -3.321 2.345 -1.581  0.227
10 H -2.935 0.893 -2.684  0.199
11 H -3.094 0.981 0.339  0.167
12 H 4.168 -1.760 1.804  0.384
13 H 5.175 -1.037 0.853  0.396
14 H -2.842 -1.298 0.223  0.397
15 H -2.739 -1.342 -1.410  0.389
16 H -1.178 0.529 0.375  0.434
17 H -0.203 1.892 0.389  0.412
18 H 1.977 1.415 1.523  0.427
19 H 2.799 -0.122 0.891  0.464
20 H 0.067 -1.194 -0.769  0.536
21 H 3.876 -1.719 0.199  0.379

The calculation puts the molecular weight at 121.16 g mol⁻¹. The value obtained for the highest occupied orbital energy is -11.91 eV. The value obtained for the calculated total energy is -11323.15714 eV. The total charge is +1. For the frontier orbital gap, the calculation gives 8.97 eV. The value obtained for the lowest unoccupied orbital energy is -0.10794 Eh. For the largest force on an atom, the calculation gives 5.89 eV/Å.

***

This record from OMol25 describes 2 unconnected molecules or ions with the total composition C3H13N4O. The level of theory is the ωB97M-V functional and the def2-TZVPD basis.

Last column: natural (NBO) charge in e.
Geometry (Å):
1 C -0.943 -2.245 0.649  -0.245
2 N -1.003 -3.223 -0.422  -0.818
3 C -0.092 -1.085 0.172  -0.216
4 N 0.124 -0.094 1.305  -0.699
5 H -0.459 -2.719 1.519  0.200
6 H -1.925 -1.897 0.977  0.177
7 H -1.212 -4.137 -0.045  0.381
8 H -1.743 -3.002 -1.075  0.368
9 H -0.550 -0.529 -0.643  0.225
10 H 0.888 -1.426 -0.147  0.246
11 H 0.548 0.785 0.930  0.469
12 H -0.769 0.126 1.746  0.427
13 H 0.754 -0.497 1.991  0.431
14 N 0.022 2.815 -1.661  -0.826
15 C 0.962 2.036 -1.079  0.764
16 N 1.312 2.381 0.252  -0.900
17 O 1.439 1.050 -1.589  -0.626
18 H -0.284 2.523 -2.574  0.425
19 H -0.449 3.571 -1.200  0.405
20 H 1.072 3.326 0.523  0.396
21 H 2.309 2.240 0.373  0.416

The calculation puts the molecular weight at 121.16 g mol⁻¹. The value obtained for the highest occupied orbital energy is -13.20 eV. The value obtained for the calculated total energy is -11324.67908 eV. The total charge is +1. For the frontier orbital gap, the calculation gives 10.04 eV. The value obtained for the lowest unoccupied orbital energy is -0.11613 Eh. For the largest force on an atom, the calculation gives 0.81 eV/Å.

***

This record from OMol25 describes a gas-phase ion, C3H13N4S (charge +1) at a distorted geometry. The level of theory is the ωB97M-V functional and the def2-TZVPD basis.

Last column: natural (NBO) charge in e.
Geometry (Å):
1 C -1.592 0.822 -0.199  -0.674
2 C -0.731 -1.936 1.040  -0.410
3 C -0.478 0.472 0.796  0.116
4 N 1.689 -0.171 -2.947  -0.659
5 N 0.946 -0.822 -1.927  -0.588
6 N 0.111 -0.904 0.410  -0.662
7 N 0.559 1.428 0.802  -0.789
8 S 1.565 -0.968 -0.229  0.834
9 H -1.203 0.880 -1.167  0.239
10 H -2.206 1.691 0.121  0.240
11 H -2.470 0.176 -0.257  0.257
12 H -0.873 -2.711 0.354  0.224
13 H -0.301 -2.198 2.074  0.216
14 H -1.756 -1.443 1.328  0.228
15 H -0.767 0.332 1.843  0.203
16 H 1.767 0.839 -2.863  0.376
17 H 2.616 -0.637 -3.222  0.367
18 H 0.876 -1.825 -2.222  0.379
19 H 0.866 1.453 1.805  0.426
20 H 0.155 2.281 0.408  0.431
21 H 1.495 0.592 -0.046  0.247

The calculation puts the molecular weight at 137.23 g mol⁻¹. The value obtained for the highest occupied orbital energy is -12.72 eV. The value obtained for the calculated total energy is -20107.53275 eV. The total charge is +1. For the frontier orbital gap, the calculation gives 9.65 eV. The value obtained for the lowest unoccupied orbital energy is -0.11257 Eh. For the largest force on an atom, the calculation gives 3.40 eV/Å.

***

This record from OMol25 describes 2 unconnected molecules or ions with the total composition C3H13N5 at a distorted geometry. The level of theory is the ωB97M-V functional and the def2-TZVPD basis.

Last column: natural (NBO) charge in e.
Geometry (Å):
1 C -0.254 -1.665 1.317  0.222
2 N -1.546 -1.122 1.462  -0.872
3 N 0.108 -2.443 0.316  -0.734
4 H -2.001 -0.912 0.586  0.399
5 H -2.010 -1.282 2.343  0.401
6 H 1.100 -1.542 -0.572  0.394
7 H -0.591 -2.440 -0.427  0.340
8 H 0.208 -1.887 2.278  0.186
9 H 0.631 -0.285 0.961  0.128
10 C 0.051 1.587 -1.826  -0.435
11 N -0.119 0.944 -0.531  -0.329
12 N -0.610 1.919 0.443  -0.692
13 C 1.102 0.385 -0.009  0.003
14 N 1.641 -0.590 -0.846  -0.853
15 H -1.420 2.358 0.010  0.347
16 H -0.971 1.372 1.225  0.359
17 H 2.613 -0.748 -0.601  0.362
18 H 1.807 1.146 0.351  0.180
19 H 0.647 2.509 -1.755  0.171
20 H -0.934 1.817 -2.237  0.188
21 H 0.546 0.880 -2.487  0.235

The calculation puts the molecular weight at 119.17 g mol⁻¹. The value obtained for the highest occupied orbital energy is -7.97 eV. Its structure (SMILES) is [H]/N=C\N.CN(N)CN. The value obtained for the calculated total energy is -10769.41754 eV. The total charge is 0. For the frontier orbital gap, the calculation gives 8.92 eV. The value obtained for the lowest unoccupied orbital energy is 0.03475 Eh. For the largest force on an atom, the calculation gives 3.41 eV/Å.

***

This record from OMol25 describes 3 unconnected molecules or ions with the total composition C3H13NO2 at a distorted geometry. The level of theory is the ωB97M-V functional and the def2-TZVPD basis.

Last column: natural (NBO) charge in e.
Geometry (Å):
1 C 0.290 -1.175 -0.771  -0.617
2 C 1.338 -1.293 0.399  -0.239
3 N 1.035 -0.051 1.166  -0.639
4 C 1.909 0.981 0.604  -0.439
5 H -0.735 -0.877 -0.515  0.221
6 H 0.026 -2.283 -1.111  0.187
7 H 0.662 -0.638 -1.629  0.204
8 H 2.402 -1.319 -0.014  0.177
9 H 1.074 -2.247 0.931  0.197
10 H 1.155 -0.236 2.126  0.361
11 H 1.344 1.931 1.126  0.198
12 H 2.936 1.042 1.084  0.176
13 H 1.997 1.100 -0.490  0.213
14 H -1.179 5.515 -3.601  0.466
15 H -0.107 6.260 -2.923  0.457
16 O -0.462 5.466 -3.004  -0.923
17 H -4.179 -3.429 2.076  0.461
18 H -4.823 -4.674 1.937  0.456
19 O -4.682 -4.073 2.610  -0.917

The calculation puts the molecular weight at 95.14 g mol⁻¹. The value obtained for the highest occupied orbital energy is -8.70 eV. Its structure (SMILES) is CCNC.O.O. The value obtained for the calculated total energy is -8904.75032 eV. The total charge is 0. For the frontier orbital gap, the calculation gives 9.49 eV. The value obtained for the lowest unoccupied orbital energy is 0.02908 Eh. For the largest force on an atom, the calculation gives 6.14 eV/Å.